DFT (ωB97M-V/def2-TZVPD) results for an isolated molecule of C4H6N2OS in a non-equilibrium geometry.

Geometry as XYZ:
```
14
Properties=species:S:1:pos:R:3:forces:R:3:lowdin_charge:R:1
C 1.186333 -0.288696 0.890038 0.2 -0.3 -0.3 -0.109
C 0.110075 -0.041505 -0.096476 -0.2 -0.1 -0.2 -0.245
C -0.313138 1.372207 -0.428265 0.2 0.5 0.6 -0.041
C -2.380835 0.045459 0.150496 0.3 0.2 -0.1 -0.716
H 3.212115 -1.791188 -0.687361 -0.4 0.2 0.1 0.102
H 1.063156 0.039463 1.904334 -0.1 0.2 0.3 0.118
H 0.004752 -0.774627 -0.897130 0.1 0.1 0.2 0.137
H -0.686295 1.533742 -1.430143 0.1 0.1 -0.1 0.112
H 0.187110 2.231698 0.080489 -0.5 -0.8 -0.5 0.128
H -3.088985 0.867012 0.041542 0.0 -0.1 0.0 0.066
N 2.277436 -0.895109 0.661996 -0.1 0.1 0.3 -0.009
N -1.117177 0.507844 0.408851 0.0 0.0 0.1 -0.129
O 2.375050 -1.300862 -0.654294 0.4 -0.3 -0.4 -0.064
S -2.829593 -1.505443 0.055920 0.0 0.0 0.0 0.648
```
Positions in Å, forces in eV/Å.

Properties
Kohn-Sham gap (hartree): 0.3314
Calculated total energy (hartree): -738.84205
LUMO energy (hartree): 0.008
Energy relative to the best compared isomer or geometry (same formula, charge and spin) (kcal/mol): 102.0


DFT (ωB97M-V/def2-TZVPD) results for a cluster of 5 separate species, C33H27N2O11 in total in a non-equilibrium geometry.

Geometry as XYZ:
```
73
Properties=species:S:1:pos:R:3:forces:R:3:lowdin_charge:R:1
N -2.624208 -6.156577 3.563418 -0.5 0.1 0.4 0.099
O -2.134402 -4.826529 3.387392 0.1 0.2 -0.9 -0.025
C -0.832449 -4.752343 3.064522 0.6 -0.3 0.5 -0.464
O -0.003668 -5.583131 3.310971 -0.2 -0.1 -0.2 0.165
C -0.447730 -3.514704 2.306885 -0.6 0.2 0.2 -0.067
C -0.619594 -3.508603 0.933128 0.2 0.2 0.1 0.074
C -0.216111 -2.394714 0.224606 -0.2 -0.8 0.0 0.017
N 0.321072 -1.348908 0.853241 -0.6 0.6 -0.3 -0.018
C 0.796895 -0.205277 0.051239 2.0 -0.3 0.1 -0.035
C 2.355165 -0.382548 -0.095790 -0.5 0.1 -1.6 -0.302
C 2.798547 -1.346921 -1.144033 0.5 -1.1 2.5 0.012
O 2.862765 -1.587079 0.347199 -0.4 -0.1 0.1 -0.062
C 0.471523 -1.325768 2.191273 0.1 0.0 -0.2 0.028
C 0.092440 -2.404236 2.946824 0.1 -0.1 0.0 0.076
H -2.228682 -6.725497 2.822909 0.2 0.0 0.1 0.096
H -2.276187 -6.477305 4.460730 0.2 -0.1 -0.1 0.099
H -1.034968 -4.358660 0.411785 -0.1 0.1 -0.1 0.144
H -0.351486 -2.381915 -0.847796 0.1 0.3 0.0 0.123
H 0.407870 -0.225188 -0.963906 -0.5 0.0 0.5 0.085
H 0.645343 0.734640 0.571040 -0.5 -0.1 0.0 0.119
H 2.942946 0.516959 0.032865 0.0 0.0 0.3 0.132
H 2.070051 -2.024555 -1.572530 0.0 0.2 -0.4 0.107
H 3.848567 -1.501876 -1.352263 -0.2 0.7 -1.2 0.119
H 0.923139 -0.424235 2.580217 0.0 0.0 0.1 0.132
H 0.245247 -2.392191 4.015991 -0.1 0.0 0.0 0.146
C 2.013104 3.331597 -4.410208 0.0 0.0 0.0 0.039
C 1.808182 2.144045 -3.846275 0.0 0.0 0.0 0.023
C 0.510058 1.811313 -3.222779 -0.1 0.0 0.0 -0.358
O 0.324390 0.723644 -2.697255 0.0 0.1 -0.2 0.041
C -0.558772 2.833723 -3.245835 0.0 0.0 0.0 0.019
C -0.358636 4.023347 -3.807191 0.0 0.0 0.0 0.045
C 0.945273 4.367529 -4.435594 0.0 0.0 0.0 -0.373
O 1.130605 5.446053 -4.946438 0.0 0.0 0.0 0.138
H 2.953443 3.601981 -4.873184 0.0 0.0 0.0 0.129
H 2.569409 1.374429 -3.815784 0.0 0.0 0.0 0.122
H -1.501207 2.564870 -2.782510 0.0 0.0 0.0 0.109
H -1.123220 4.789147 -3.835481 0.0 0.0 0.0 0.132
C -2.379512 2.889322 2.716175 0.0 0.0 -0.1 0.025
C -2.570314 3.594750 1.602811 0.0 0.0 0.0 0.030
C -2.967686 2.933824 0.333025 0.0 0.0 0.0 -0.382
O -3.123145 3.561904 -0.691041 0.1 0.0 0.0 0.106
C -3.158150 1.459775 0.357798 0.0 -0.1 0.0 0.021
C -2.974360 0.756823 1.471562 0.0 0.0 -0.2 0.012
C -2.566282 1.416902 2.732922 0.0 0.0 0.2 -0.391
O -2.379907 0.768724 3.741891 0.1 0.0 -0.1 0.102
H -2.078865 3.344609 3.651003 0.0 0.0 0.0 0.125
H -2.438430 4.668500 1.563254 0.0 0.0 0.0 0.127
H -3.448296 0.999521 -0.579166 0.0 0.0 0.0 0.118
H -3.100919 -0.318887 1.507432 0.0 0.0 0.1 0.121
C -2.192695 -1.272122 -3.360635 0.0 0.0 0.0 0.009
C -2.484005 -0.619708 -4.481212 0.0 0.0 0.0 0.036
C -2.928214 -1.350503 -5.698397 0.0 0.0 0.0 -0.374
O -3.189415 -0.760598 -6.720345 0.0 0.0 0.0 0.132
C -3.033830 -2.831275 -5.607479 0.0 0.0 0.0 0.037
C -2.742724 -3.478408 -4.481479 0.0 0.0 0.0 0.025
C -2.301374 -2.745099 -3.275119 -0.1 0.0 0.0 -0.372
O -2.044154 -3.325863 -2.234818 0.2 0.0 0.0 0.074
H -1.860384 -0.765812 -2.462660 0.0 0.0 0.0 0.097
H -2.411661 0.457291 -4.567253 0.0 0.0 0.0 0.120
H -3.359677 -3.342488 -6.504114 0.0 0.0 0.0 0.129
H -2.815324 -4.554673 -4.392311 0.0 0.0 0.0 0.125
C 3.591181 3.166772 5.058184 0.0 0.0 0.0 0.040
C 2.696474 2.799326 4.144637 0.0 0.0 0.0 0.022
C 3.024433 1.784096 3.121158 0.1 0.0 0.0 -0.359
O 2.203601 1.446915 2.280907 -0.1 0.0 0.1 0.051
C 4.377173 1.185375 3.141832 0.0 0.0 0.0 0.025
C 5.275506 1.549185 4.053180 0.0 0.0 0.0 0.041
C 4.953587 2.570251 5.086142 0.0 0.0 0.0 -0.373
O 5.766416 2.900697 5.915931 0.0 0.0 0.0 0.139
H 3.377475 3.907727 5.817732 0.0 0.0 0.0 0.129
H 1.699390 3.219251 4.104778 0.0 0.0 0.0 0.120
H 4.587819 0.442313 2.381886 0.0 0.0 0.0 0.121
H 6.271554 1.127068 4.090407 0.0 0.0 0.0 0.130
```
Positions in Å, forces in eV/Å.

Properties
Kohn-Sham gap (hartree): 0.3146
Calculated total energy (hartree): -2210.39584
Net charge: +1
LUMO energy (hartree): -0.147


DFT (ωB97M-V/def2-TZVPD) results for a cluster of 2 separate species, C28H34N2O2 in total in a non-equilibrium geometry.

Geometry as XYZ:
```
66
Properties=species:S:1:pos:R:3:forces:R:3:lowdin_charge:R:1
C 6.596980 0.158164 -0.253918 -0.7 -0.4 -0.3 -0.048
O 5.527384 -0.659796 -0.780289 0.1 0.1 0.8 -0.101
C 4.270178 -0.539940 -0.253476 -0.4 0.6 0.1 -0.272
C 3.277872 -1.293471 -0.914989 1.1 0.4 -0.1 -0.009
C 1.955458 -1.062473 -0.649369 -0.5 -0.2 0.8 -0.046
C 1.550701 -0.182613 0.387249 1.5 0.1 -0.5 -0.233
C 0.205467 -0.392994 0.887092 -2.5 -1.6 1.8 0.032
C -1.005450 0.126768 1.282108 1.3 -0.3 -0.3 -0.132
C -1.989783 -0.759774 2.048477 0.4 -0.1 0.0 -0.057
N -3.108475 -1.471611 1.265675 -0.3 0.0 0.2 -0.207
C -2.541983 -2.256163 0.093536 0.2 0.5 0.5 -0.075
C -3.643188 -3.073541 -0.566842 -0.3 -0.4 -0.4 -0.113
C -5.005419 -2.781210 0.076562 0.3 0.2 0.0 -0.298
C -4.938150 -3.176390 1.547735 -0.3 -0.3 0.2 -0.124
C -3.792157 -2.441992 2.236037 0.7 0.5 -0.1 -0.082
C -5.264764 -1.275928 0.016608 -0.4 0.1 -0.3 -0.116
C -4.175255 -0.503418 0.746397 0.8 0.1 0.4 -0.067
C -1.453215 1.552143 1.218372 -0.8 1.0 -1.6 -0.394
C -0.952487 2.496836 2.274931 0.1 -0.1 -0.1 -0.004
O -2.273333 1.900868 0.350415 1.0 -0.8 1.6 0.023
C 2.556326 0.472613 1.117046 -1.0 -0.7 0.3 -0.051
C 3.897940 0.325607 0.806108 0.7 -0.4 -0.9 -0.011
H 7.511504 -0.400807 -0.468538 -0.1 0.2 0.2 0.092
H 6.604606 1.101444 -0.816615 0.1 -0.1 0.4 0.075
H 6.471766 0.332777 0.823679 0.3 -0.1 -0.4 0.082
H 3.615149 -2.016621 -1.660787 -0.2 0.4 0.1 0.124
H 1.206199 -1.660502 -1.171774 0.1 0.2 0.1 0.115
H 0.179036 -1.479844 1.147924 -0.2 0.4 -0.3 0.121
H -1.444534 -1.570384 2.565143 -0.2 0.3 -0.3 0.136
H -2.511523 -0.176526 2.824768 0.1 -0.1 -0.3 0.141
H -2.098135 -1.519896 -0.586113 0.0 -0.1 0.3 0.143
H -1.742405 -2.888286 0.500173 -0.1 0.2 -0.1 0.138
H -3.670647 -2.842177 -1.637757 0.0 -0.1 0.2 0.128
H -3.402394 -4.138246 -0.468037 -0.1 0.1 -0.1 0.125
H -5.799096 -3.328686 -0.436492 0.1 0.1 0.1 0.149
H -5.875341 -2.929356 2.056631 0.1 -0.1 -0.2 0.125
H -4.772314 -4.251675 1.662395 -0.1 0.1 -0.1 0.124
H -3.008449 -3.130871 2.586348 -0.2 0.3 -0.1 0.137
H -4.139585 -1.836341 3.087026 0.2 -0.2 -0.3 0.139
H -5.322599 -0.927838 -1.018918 0.0 -0.1 0.1 0.129
H -6.216888 -1.036563 0.497531 0.0 -0.1 -0.2 0.124
H -4.566717 0.033606 1.624943 0.3 -0.2 -0.3 0.146
H -3.659291 0.221977 0.109081 0.0 -0.1 0.2 0.118
H -1.618290 2.455520 3.147706 -0.1 0.1 -0.2 0.090
H 0.040795 2.201052 2.617538 0.0 0.2 -0.1 0.070
H -0.919957 3.506591 1.858257 0.0 -0.1 0.2 0.091
H 2.257275 1.031163 1.997559 0.2 0.2 -0.2 0.103
H 4.647599 0.932988 1.321763 -0.4 -0.3 -0.1 0.111
C -0.089379 3.144583 -1.223030 -0.6 0.5 -0.5 -0.115
C 1.161503 2.576468 -0.693388 1.2 0.0 0.2 -0.319
C 1.692111 3.149517 0.477480 0.4 0.8 0.7 -0.338
N 2.104496 3.631679 1.475778 -0.6 -0.8 -1.2 0.092
C 2.091961 2.066579 -1.692595 0.0 0.2 0.3 -0.221
C 1.650654 1.418528 -2.884534 0.1 0.0 0.5 -0.064
C 2.562600 0.982682 -3.834277 0.3 0.1 0.0 -0.118
C 3.936921 1.152414 -3.628666 0.2 -0.3 -0.2 -0.120
C 4.385181 1.722655 -2.441890 -0.3 0.7 0.3 -0.116
C 3.482601 2.254702 -1.526295 0.2 -0.5 -0.1 -0.050
H 0.104562 3.535569 -2.233464 -0.3 0.1 0.1 0.079
H -0.884561 2.401038 -1.305610 -0.3 0.2 -0.1 0.044
H -0.415556 3.980839 -0.596203 -0.3 -0.2 -0.1 0.079
H 0.589946 1.198138 -3.033553 0.3 0.2 0.1 0.103
H 2.205449 0.478269 -4.732964 0.1 0.2 0.1 0.092
H 4.674085 0.870349 -4.383441 -0.3 -0.2 0.2 0.091
H 5.446500 1.793508 -2.201140 -0.2 0.1 -0.5 0.080
H 3.840533 2.798306 -0.641109 -0.2 -0.3 -0.4 0.110
```
Positions in Å, forces in eV/Å.

Properties
Kohn-Sham gap (hartree): 0.1568
Calculated total energy (hartree): -1347.15184
LUMO energy (hartree): -0.016
Energy relative to the best compared isomer or geometry (same formula, charge and spin) (kcal/mol): 0.0


DFT (ωB97M-V/def2-TZVPD) results for an isolated molecule of C5H7ClO in a non-equilibrium geometry.

Geometry as XYZ:
```
14
Properties=species:S:1:pos:R:3:forces:R:3:lowdin_charge:R:1
C 1.896252 -1.746058 0.160903 -2.7 -1.5 0.8 0.020
C 1.258699 -0.572738 0.022833 3.3 1.7 0.2 -0.156
C -1.283134 -1.135810 0.067182 5.8 3.8 -1.2 -0.486
C -0.084584 -0.102825 0.089605 -5.8 -4.2 0.5 -0.311
C -1.289764 1.927076 -0.002135 -1.5 -0.5 -2.2 -0.141
O -0.152604 1.218897 0.343134 0.7 -1.5 -0.5 -0.073
Cl -2.906128 -0.597388 0.073264 -0.4 -0.6 0.2 0.602
H 2.927596 -1.893196 0.065097 1.4 0.5 -0.2 0.028
H 1.424359 -2.739082 0.471992 0.1 1.6 -0.6 0.089
H 1.948103 0.374099 -0.051354 -1.1 -1.9 -0.3 0.149
H -0.994067 -2.058153 -0.500660 -0.7 0.9 0.9 0.061
H -1.969245 1.637591 -0.859208 1.4 -0.3 0.9 0.103
H -1.038209 2.905837 -0.156263 1.5 2.5 -1.1 0.062
H -1.868892 2.098941 0.813696 -2.2 -0.5 2.7 0.054
```
Positions in Å, forces in eV/Å.

Properties
Kohn-Sham gap (hartree): 0.2882
Calculated total energy (hartree): -730.00477
LUMO energy (hartree): -0.001
Energy relative to the best compared isomer or geometry (same formula, charge and spin) (kcal/mol): 81.0


DFT (ωB97M-V/def2-TZVPD) results for a cluster of 2 separate species, C3H4NO in total in a non-equilibrium geometry.

Geometry as XYZ:
```
9
Properties=species:S:1:pos:R:3:forces:R:3:lowdin_charge:R:1
C -2.615067 -0.207134 -0.101055 -0.1 0.3 -0.5 0.067
C 3.039643 -0.178443 0.091175 -1.5 2.3 -0.8 0.313
C -1.365126 0.057711 0.090467 1.0 -0.3 0.1 -0.201
N 2.214018 0.587000 -0.137966 2.8 -2.2 0.7 0.322
O -0.223669 0.303048 0.305434 -1.2 -0.1 0.1 0.098
H -2.974741 -1.231725 -0.352393 0.2 1.2 0.4 0.112
H -3.161824 0.754683 -0.189515 -0.2 -1.0 0.1 0.111
H 3.869719 -0.786758 0.272382 1.1 -0.8 0.2 0.126
H 1.217049 0.701615 0.021471 -2.0 0.7 -0.3 0.052
```
Positions in Å, forces in eV/Å.

Properties
Kohn-Sham gap (hartree): 0.3006
Calculated total energy (hartree): -246.33035
Net charge: +1
LUMO energy (hartree): -0.205
Energy relative to the best compared isomer or geometry (same formula, charge and spin) (kcal/mol): 38.7


DFT (ωB97M-V/def2-TZVPD) results for a structure of composition C31H31Br2CsN4O3.

Geometry as XYZ:
```
72
Properties=species:S:1:pos:R:3:forces:R:3:lowdin_charge:R:1
Cs 0.010488 0.870647 -0.439664 0.2 -0.2 0.2 1.310
C -1.063876 -3.269510 -0.537568 -0.1 0.0 0.0 -0.092
N 0.291115 -3.169996 -0.037396 0.0 0.0 -0.1 -0.211
C 1.256609 -3.844613 -0.890385 0.0 -0.1 0.0 -0.232
C 2.649261 -3.227185 -0.778442 0.0 0.0 0.1 -0.170
C 2.698659 -1.832094 -1.405254 0.0 0.1 -0.3 -0.242
N 3.204606 -0.833112 -0.489896 -0.1 0.2 0.1 0.038
C 3.412248 0.355911 -0.905035 -0.2 0.0 0.1 -0.191
C 3.246210 0.993733 -2.226356 0.1 -0.1 -0.2 -0.153
C 4.270771 1.880626 -2.573192 0.1 0.1 0.0 -0.082
C 4.334203 2.528901 -3.790945 0.2 0.0 0.2 -0.148
C 3.306944 2.306362 -4.707987 -0.2 0.0 -0.2 -0.139
C 2.253766 1.485897 -4.395523 0.1 0.1 -0.1 -0.044
C 2.137524 0.818983 -3.134975 -0.1 -0.3 0.1 -0.459
O 1.080791 0.163380 -2.860178 0.3 -0.2 -0.3 -0.321
C 0.405545 -3.539146 1.374751 0.1 0.0 0.0 -0.208
C 0.672116 -2.343041 2.281987 0.0 0.0 0.1 -0.175
C -0.494140 -1.370196 2.362846 -0.3 -0.1 -0.1 -0.273
N -0.082876 -0.145016 3.003669 0.1 0.2 0.0 0.039
C -0.868875 0.849489 3.128955 0.0 0.0 -0.1 -0.155
C -2.289503 1.082230 2.786358 -0.3 -0.2 -0.1 -0.136
C -3.004337 1.806613 3.744466 0.0 0.1 0.1 -0.090
C -4.363157 2.051498 3.663663 0.2 0.1 0.3 -0.154
C -5.052521 1.562335 2.556209 -0.1 -0.1 -0.2 -0.144
C -4.389559 0.883709 1.565461 -0.1 0.1 0.0 -0.047
C -2.979773 0.643424 1.594360 0.2 -0.2 0.0 -0.434
O -2.409367 0.099321 0.596903 -0.2 -0.2 0.2 -0.319
H -1.439811 -4.311370 -0.538283 0.0 0.0 0.0 0.081
H -1.113537 -2.885452 -1.556608 0.0 0.0 0.0 0.088
H -1.736393 -2.663291 0.068180 0.0 0.0 0.0 0.075
H 0.915791 -3.746960 -1.924736 0.0 0.0 0.0 0.115
H 1.287175 -4.929898 -0.668001 0.0 0.0 0.0 0.110
H 3.388881 -3.891410 -1.237243 -0.1 -0.1 0.0 0.097
H 2.922002 -3.143565 0.276406 0.0 0.0 0.0 0.095
H 1.699836 -1.540609 -1.742577 0.0 0.0 0.0 0.078
H 3.306057 -1.809759 -2.322437 0.0 -0.2 0.0 0.125
H 3.800817 1.040774 -0.146297 0.1 0.0 0.0 0.096
H 5.056250 2.053696 -1.841834 0.0 0.0 0.0 0.102
H 5.152352 3.202158 -4.014995 0.0 0.0 0.0 0.075
H 3.325940 2.805303 -5.673369 0.0 0.0 0.0 0.085
H 1.431328 1.333615 -5.084366 0.0 0.0 0.0 0.096
H 1.225554 -4.258466 1.490743 0.0 0.0 0.0 0.107
H -0.507213 -4.063700 1.696417 0.0 0.0 0.0 0.115
H 1.535537 -1.804135 1.883660 0.0 0.0 0.0 0.092
H 0.945141 -2.688750 3.286826 0.0 0.0 0.0 0.107
H -1.358068 -1.798356 2.897639 0.1 -0.1 0.0 0.133
H -0.875311 -1.175477 1.359728 -0.1 0.1 0.0 0.030
H -0.423402 1.699205 3.655685 0.0 0.0 0.1 0.108
H -2.455061 2.182902 4.604208 0.0 0.0 0.0 0.099
H -4.866454 2.611920 4.441622 0.0 0.0 0.0 0.073
H -6.122297 1.730891 2.462067 0.0 0.0 0.0 0.084
H -4.909885 0.524822 0.685258 0.0 0.0 0.0 0.095
C 3.358643 0.537925 2.855932 0.0 -0.1 0.0 -0.036
C 3.192697 2.028115 2.815431 0.1 -0.1 0.1 -0.326
C 3.900647 2.854366 3.717092 -0.1 0.1 -0.2 -0.034
C 3.715361 4.210405 3.671536 0.0 -0.2 -0.1 -0.055
C 2.819075 4.752547 2.727294 0.0 0.2 0.1 -0.211
C 2.540338 6.137247 2.572200 -0.1 -0.2 -0.2 -0.663
Br 3.403337 7.420569 3.679941 0.1 0.2 0.1 0.664
C 1.651856 6.567605 1.623907 0.0 0.2 0.1 -0.218
C 0.992193 5.673913 0.785644 0.0 -0.1 0.0 -0.624
Br -0.224947 6.366042 -0.497600 0.0 0.0 0.0 0.689
C 1.176161 4.277513 0.844143 0.3 -0.3 0.3 -0.471
O 0.625606 3.405350 0.150703 -0.3 0.9 -0.3 -0.301
C 2.153271 3.845092 1.872745 -0.1 0.3 0.0 -0.131
N 2.355781 2.520392 1.930131 0.2 -0.3 0.2 0.180
H 4.239690 0.255599 3.436195 0.0 0.0 0.0 0.067
H 3.437737 0.119922 1.851879 0.0 0.0 0.0 0.046
H 2.469537 0.092205 3.308648 0.0 0.0 0.0 0.059
H 4.583599 2.401078 4.424754 0.0 0.0 0.0 0.096
H 4.248393 4.869273 4.345332 0.0 0.0 0.0 0.063
H 1.443526 7.624106 1.509970 0.1 0.0 0.1 0.080
```
Positions in Å, forces in eV/Å.

Properties
Kohn-Sham gap (hartree): 0.2130
Calculated total energy (hartree): -6812.89308
Net charge: -2
LUMO energy (hartree): 0.142
Energy relative to the best compared isomer or geometry (same formula, charge and spin) (kcal/mol): 14.7